The following is a quantum chemistry calculation of C5H7AlFNO2S as an isolated structure, from OMol25.

Geometry as XYZ:
```
18
Properties=species:S:1:pos:R:3
O -4.619 -1.707 2.199
C -3.641 -1.706 1.391
O -3.624 -2.285 0.268
Al -1.991 -0.681 2.016
F -1.530 0.665 0.969
S -0.171 -2.149 1.999
H -2.200 -0.059 3.498
H 0.805 -1.398 1.484
N 0.616 0.968 -1.042
C 1.475 2.024 -1.035
C 2.684 1.597 -1.527
C 2.540 0.218 -1.839
C 1.250 -0.134 -1.523
H -0.343 0.974 -0.704
H 1.157 2.988 -0.678
H 3.569 2.203 -1.642
H 3.293 -0.442 -2.240
H 0.732 -1.075 -1.593
```

Values from the calculation:
Molecular weight (g/mol): 191.16
LUMO (eV): 5.210
Total charge: -2
HOMO energy (eV): 0.88
Max |F| (eV/Å): 0.6
Kohn-Sham gap (eV): 4.333



The following is a quantum chemistry calculation of C5H7AsF6O3OsS3 as an isolated structure in a non-equilibrium geometry, from OMol25.

Geometry as XYZ:
```
26
Properties=species:S:1:pos:R:3
Os 1.443 -0.284 -1.149
C -1.347 1.742 1.108
C -1.315 0.273 1.224
C -2.560 -0.467 1.437
O -0.124 -0.307 1.253
C -2.273 0.378 -1.794
O -3.474 0.524 -1.516
O -1.524 1.362 -2.137
H -1.055 2.219 2.050
H -2.378 2.052 0.877
H -0.674 2.106 0.314
H -2.933 -0.285 2.463
H -2.460 -1.555 1.307
H -3.377 -0.071 0.786
H -0.146 -1.160 0.784
S -2.747 -2.325 -1.659
C -1.763 -1.012 -1.744
S -0.175 -1.586 -1.982
S 0.688 1.476 -2.174
F 2.583 0.456 0.695
As 4.129 -0.433 0.109
F 3.717 0.321 -1.507
F 5.198 0.964 0.498
F 5.387 -1.460 -0.626
F 4.321 -1.140 1.727
F 2.859 -1.788 -0.342
```

Values from the calculation:
Molecular weight (g/mol): 590.45
LUMO (spin up / spin down) (eV): -6.603 / -7.268
<S²>: 8.81
Total charge: +1
2S+1: 6
HOMO energy (spin up / spin down) (eV): -11.53 / -13.76
Max |F| (eV/Å): 4.4
Kohn-Sham gap (spin up / spin down) (eV): 4.926 / 6.495



The following is a quantum chemistry calculation of a 2-piece molecular cluster, C5H7BOS overall in a non-equilibrium geometry, from OMol25.

Geometry as XYZ:
```
15
Properties=species:S:1:pos:R:3
B 4.663 -0.994 -0.433
C 0.036 0.478 -0.986
C 0.105 -1.148 0.622
C 1.339 0.548 -0.685
C -0.670 -0.412 -0.187
C -2.122 -0.630 -0.353
O 4.786 0.163 0.058
S 1.707 -0.676 0.564
H 2.255 1.125 -0.991
H -0.364 1.178 -1.720
H -0.325 -1.989 1.266
H -2.371 -0.815 -1.430
H -2.443 -1.453 0.156
H -2.611 0.363 -0.037
H 4.855 0.953 0.562
```

Values from the calculation:
Molecular weight (g/mol): 125.99
LUMO (eV): 0.325
Total charge: 0
ΔE to the lowest compared entry with this formula, charge and spin (eV): 3.047
HOMO energy (eV): -8.45
Max |F| (eV/Å): 4.1
Kohn-Sham gap (eV): 8.777



The following is a quantum chemistry calculation of a 2-piece molecular cluster, C5H7Br2N4O overall in a non-equilibrium geometry, from OMol25.

Geometry as XYZ:
```
19
Properties=species:S:1:pos:R:3
C 0.557 1.278 -1.257
C 1.902 0.405 0.949
C 0.340 0.476 0.916
C 0.392 -2.166 0.706
C 0.592 -2.353 -0.599
N 1.819 1.420 -1.210
N 2.549 0.950 -0.194
N -0.219 0.769 -0.221
N -1.564 0.752 -0.410
O 2.478 -0.112 1.834
Br -1.450 -2.355 1.356
Br 2.192 -2.219 -1.418
H 0.149 1.608 -2.212
H -0.243 0.281 1.839
H 1.131 -2.215 1.621
H -0.226 -2.491 -1.301
H 3.608 1.230 -0.051
H -1.820 0.665 -1.435
H -2.231 0.298 0.226
```

Values from the calculation:
Molecular weight (g/mol): 298.95
LUMO (spin up / spin down) (eV): -3.455 / -8.130
<S²>: 2.03
Total charge: +1
2S+1: 3
HOMO energy (spin up / spin down) (eV): -11.54 / -12.99
Max |F| (eV/Å): 7.6
Kohn-Sham gap (spin up / spin down) (eV): 8.080 / 4.859



The following is a quantum chemistry calculation of an isolated ion of composition C5H7BrClN2 and charge +1 in a non-equilibrium geometry, from OMol25.

Geometry as XYZ:
```
16
Properties=species:S:1:pos:R:3
N 1.829 -0.922 0.028
C 0.422 -0.530 -0.222
Br -0.567 -2.313 -0.802
C 0.140 0.627 -1.166
N -1.254 0.906 -1.278
C -1.999 0.759 -0.295
C -1.431 0.497 1.074
C -0.191 -0.048 1.170
Cl 0.662 -0.517 2.615
H 2.453 -0.121 -0.191
H 2.041 -1.689 -0.538
H 1.757 -1.158 0.977
H 0.543 1.535 -0.747
H 0.432 0.488 -2.163
H -2.951 1.377 -0.284
H -1.888 1.108 1.823
```

Values from the calculation:
Structure (SMILES): [NH3+][C@]1(Br)CN=CC=C1Cl
Molecular weight (g/mol): 210.48
LUMO (eV): -4.710
Total charge: +1
ΔE to the lowest compared entry with this formula, charge and spin (eV): 1.999
HOMO energy (eV): -13.77
Max |F| (eV/Å): 3.5
Kohn-Sham gap (eV): 9.059



The following is a quantum chemistry calculation of C5H7BrFeN2O2P2 as an isolated structure, from OMol25.

Geometry as XYZ:
```
20
Properties=species:S:1:pos:R:3
C -1.786 1.594 -1.796
P -0.331 1.459 -0.750
O -0.651 1.679 0.785
C 0.526 -0.177 -0.910
C 1.616 0.105 -1.852
N 2.467 0.417 -2.553
C 1.106 -0.859 0.368
C 1.801 -2.070 -0.088
N 2.295 -3.032 -0.468
P 0.009 -1.601 1.732
O 0.145 -0.370 2.865
Br -1.996 -1.424 0.870
H -2.016 0.598 -2.184
H -1.600 2.288 -2.618
H -2.618 1.956 -1.186
H -1.465 2.179 0.968
H -0.181 -0.861 -1.394
H 1.848 -0.198 0.830
H -0.656 -0.241 3.400
Fe 1.813 -1.601 3.689
```

Values from the calculation:
Molecular weight (g/mol): 324.82
LUMO (spin up / spin down) (eV): -8.596 / -10.175
<S²>: 6.02
Total charge: +2
2S+1: 5
HOMO energy (spin up / spin down) (eV): -17.22 / -16.22
Max |F| (eV/Å): 0.4
Kohn-Sham gap (spin up / spin down) (eV): 8.622 / 6.048



The following is a quantum chemistry calculation of an isolated ion of composition C5H7BrN3 and charge +1 in a non-equilibrium geometry, from OMol25.

Geometry as XYZ:
```
16
Properties=species:S:1:pos:R:3
C 1.257 -1.369 -0.037
C 1.701 1.105 0.480
C -1.088 -2.046 -0.083
C 0.479 0.962 -0.367
C -1.816 0.772 -0.621
N 0.051 -1.852 0.166
N 1.487 -0.041 -0.436
N -0.789 0.745 0.171
Br -3.432 0.300 0.193
H 2.162 -2.098 0.158
H 2.488 1.758 0.071
H 1.555 1.022 1.488
H -1.978 -2.247 0.505
H 0.542 1.497 -1.202
H -1.851 1.114 -1.576
H -0.766 0.377 1.091
```

Values from the calculation:
Molecular weight (g/mol): 189.04
LUMO (spin up / spin down) (eV): -5.585 / -5.583
Total charge: +1
ΔE to the lowest compared entry with this formula, charge and spin (eV): 4.964
HOMO energy (spin up / spin down) (eV): -11.33 / -11.33
Max |F| (eV/Å): 5.5
Kohn-Sham gap (spin up / spin down) (eV): 5.741 / 5.744



The following is a quantum chemistry calculation of a 2-piece molecular cluster, C5H7BrO overall in a non-equilibrium geometry, from OMol25.

Geometry as XYZ:
```
14
Properties=species:S:1:pos:R:3
C -1.233 2.263 0.414
C -0.581 1.775 -0.528
C -1.997 0.053 0.685
C 0.717 1.228 -0.993
C -1.026 -1.058 1.201
O -2.139 2.664 1.108
Br -3.394 -0.380 -0.454
H -2.091 0.788 1.402
H 1.234 0.726 -0.173
H 0.358 0.285 -1.495
H 1.295 1.737 -1.718
H -1.037 -2.042 0.620
H -1.343 -1.289 2.269
H -0.054 -0.620 1.330
```

Values from the calculation:
Molecular weight (g/mol): 163.01
LUMO (spin up / spin down) (eV): -0.963 / -1.034
Total charge: 0
ΔE to the lowest compared entry with this formula, charge and spin (eV): 4.165
HOMO energy (spin up / spin down) (eV): -8.47 / -8.44
Max |F| (eV/Å): 4.1
Kohn-Sham gap (spin up / spin down) (eV): 7.504 / 7.403



The following is a quantum chemistry calculation of C5H7BrO as an isolated structure in a non-equilibrium geometry, from OMol25.

Geometry as XYZ:
```
14
Properties=species:S:1:pos:R:3
C 0.986 0.333 0.104
C -1.205 0.006 -1.296
C -1.921 0.655 -0.112
C -0.259 -0.330 -0.203
C 2.047 -0.242 0.962
O 1.153 1.430 -0.393
Br -0.472 -2.109 0.531
H -1.630 -0.886 -1.599
H -0.955 0.442 -2.285
H -1.570 1.635 0.177
H -2.738 0.267 0.374
H 2.780 -0.931 0.430
H 1.392 -0.870 1.674
H 2.390 0.600 1.636
```

Values from the calculation:
Molecular weight (g/mol): 163.01
LUMO (eV): 0.134
Total charge: 0
ΔE to the lowest compared entry with this formula, charge and spin (eV): 1.918
HOMO energy (eV): -9.01
Max |F| (eV/Å): 5.8
Kohn-Sham gap (eV): 9.146



The following is a quantum chemistry calculation of C5H7BrOS as an isolated structure in a non-equilibrium geometry, from OMol25.

Geometry as XYZ:
```
15
Properties=species:S:1:pos:R:3
C -1.340 0.481 1.771
C 1.085 0.206 -0.585
C 0.905 -1.326 -0.634
C -1.286 -0.275 0.520
C -0.270 0.827 -0.675
O -1.673 1.655 1.920
S -0.392 -1.774 0.546
Br -1.049 0.913 -2.413
H -0.985 -0.195 2.477
H 1.599 0.400 0.460
H 1.928 0.525 -1.204
H 0.567 -1.582 -1.738
H 1.650 -1.946 -0.227
H -2.168 -0.405 0.000
H -0.588 1.689 -0.101
```

Values from the calculation:
Molecular weight (g/mol): 195.08
LUMO (eV): 0.042
Total charge: 0
ΔE to the lowest compared entry with this formula, charge and spin (eV): 1.192
HOMO energy (eV): -9.16
Max |F| (eV/Å): 4.6
Kohn-Sham gap (eV): 9.197



The following is a quantum chemistry calculation of C5H7Cl3 as an isolated structure in a non-equilibrium geometry, from OMol25.

Geometry as XYZ:
```
15
Properties=species:S:1:pos:R:3
C 1.251 -0.811 -0.758
C -0.019 -0.630 -0.246
C -0.984 -1.725 -0.856
C -2.225 -0.463 -0.509
C -0.945 0.477 -0.723
H 1.352 -0.696 -1.819
H 1.578 -1.946 -0.621
H -1.185 -2.551 -0.323
H -0.888 -1.757 -2.035
H -2.453 -0.674 0.674
H -3.536 -0.334 -1.083
H -0.779 0.612 -1.823
Cl 2.566 0.245 -0.026
Cl -0.430 -0.820 1.472
Cl -0.757 2.119 0.059
```

Values from the calculation:
Molecular weight (g/mol): 173.47
LUMO (eV): 0.646
Total charge: 0
ΔE to the lowest compared entry with this formula, charge and spin (eV): 3.451
HOMO energy (eV): -10.51
Max |F| (eV/Å): 7.7
Kohn-Sham gap (eV): 11.157



The following is a quantum chemistry calculation of an isolated molecule of C5H7Cl3F4OSi in a non-equilibrium geometry, from OMol25.

Geometry as XYZ:
```
21
Properties=species:S:1:pos:R:3
F 2.919 -0.409 2.428
C 2.831 -0.962 1.203
F 2.962 -2.293 1.252
C 1.547 -0.576 0.467
F 1.386 -1.363 -0.610
F 1.712 0.685 0.077
O 0.429 -0.675 1.388
C -0.340 0.506 1.479
C -1.463 0.510 0.455
C -0.892 0.131 -0.879
Si -2.046 0.360 -2.312
Cl -3.893 0.579 -1.397
Cl -2.136 -1.104 -3.831
Cl -1.567 2.166 -3.273
H 3.657 -0.601 0.594
H -0.694 0.629 2.514
H 0.355 1.332 1.309
H -1.915 1.517 0.456
H -2.238 -0.226 0.733
H 0.007 0.710 -1.083
H -0.620 -0.919 -0.967
```

Values from the calculation:
Structure (SMILES): FC(F)C(F)(F)OCCC[Si](Cl)(Cl)Cl
Molecular weight (g/mol): 293.55
LUMO (eV): 0.454
Total charge: 0
HOMO energy (eV): -11.07
Max |F| (eV/Å): 3.4
Kohn-Sham gap (eV): 11.522



The following is a quantum chemistry calculation of a 2-piece molecular cluster, C5H7ClN2 overall in a non-equilibrium geometry, from OMol25.

Geometry as XYZ:
```
15
Properties=species:S:1:pos:R:3
C 0.423 0.379 1.768
N 0.399 0.546 0.375
C -0.271 1.274 -0.382
Cl -1.417 2.482 0.254
H -0.486 0.783 2.216
H 0.446 -0.679 1.810
H 1.260 0.935 2.079
H -0.140 1.248 -1.471
C -2.430 -0.791 -0.876
C -1.443 -1.484 -0.585
N -0.439 -2.072 0.053
C 0.445 -2.919 -0.243
H -3.211 -0.099 -0.963
H 1.156 -3.114 0.536
H 0.564 -3.565 -1.018
```

Values from the calculation:
Structure (SMILES): C/N=C\Cl.C#CN=C
Molecular weight (g/mol): 130.58
LUMO (eV): 0.100
Total charge: 0
ΔE to the lowest compared entry with this formula, charge and spin (eV): 4.644
HOMO energy (eV): -8.97
Max |F| (eV/Å): 4.2
Kohn-Sham gap (eV): 9.075



The following is a quantum chemistry calculation of an isolated molecule of C5H7ClO in a non-equilibrium geometry, from OMol25.

Geometry as XYZ:
```
14
Properties=species:S:1:pos:R:3
C -0.650 1.132 1.689
C 0.110 1.209 0.635
Cl 0.183 2.749 -0.207
C 0.631 0.099 -0.065
C 1.140 -0.968 0.622
O 0.494 0.080 -1.391
C -0.444 -0.812 -1.898
H -1.096 1.986 2.151
H -1.021 0.253 2.252
H 1.283 -1.957 0.310
H 1.270 -0.830 1.813
H -0.332 -1.818 -1.411
H -0.099 -0.676 -2.861
H -1.470 -0.446 -1.640
```

Values from the calculation:
Structure (SMILES): C=C(Cl)C(=C)OC
Molecular weight (g/mol): 118.56
LUMO (eV): 0.580
Total charge: 0
ΔE to the lowest compared entry with this formula, charge and spin (eV): 2.475
HOMO energy (eV): -9.05
Max |F| (eV/Å): 4.5
Kohn-Sham gap (eV): 9.634



The following is a quantum chemistry calculation of an isolated molecule of C5H7ClS2 in a non-equilibrium geometry, from OMol25.

Geometry as XYZ:
```
15
Properties=species:S:1:pos:R:3
S -0.381 2.368 -0.121
C -0.727 0.834 -0.488
C 0.243 -0.225 -0.607
C 1.615 0.054 -0.377
S 2.223 0.520 1.337
C -0.750 -1.111 0.233
C -1.806 -0.067 -0.083
Cl -2.997 0.566 1.114
H 0.114 -0.686 -1.537
H 2.266 -0.803 -0.603
H 2.037 0.771 -0.966
H 1.812 1.816 1.824
H -0.760 -2.258 0.024
H -0.470 -1.233 1.243
H -2.421 -0.547 -0.994
```

Values from the calculation:
Structure (SMILES): S=C1[C@@H](CS)C[C@H]1Cl
Molecular weight (g/mol): 166.70
LUMO (eV): -0.620
Total charge: 0
ΔE to the lowest compared entry with this formula, charge and spin (eV): 2.401
HOMO energy (eV): -8.98
Max |F| (eV/Å): 4.5
Kohn-Sham gap (eV): 8.365